(1)
DFT (ωB97M-V/def2-TZVPD) results for a gas-phase ion, C3H4N3O2 (charge +1).

For the HOMO energy (spin up / spin down), the calculation gives -13.52 / -13.53 eV. Its gap between HOMO and LUMO (spin up / spin down) is 7.7 / 7.7 eV. As for the total charge: +1.

Last column: Mulliken charge in e.
Atoms and positions in Å:
C  -1.63791  1.03970  0.55826  0.07
C  2.44849  0.61649  0.65929  -0.07
C  -0.38425  -0.89397  -0.64452  0.00
N  -1.28850  0.10505  -0.45966  -0.20
N  1.63342  -0.02275  0.14921  -0.06
N  0.90400  -1.02122  -0.37195  0.70
O  1.59396  -2.03134  -0.57867  -0.64
O  -1.07023  1.27968  1.57376  -0.41
H  -2.58825  1.51420  0.26255  0.36
H  3.19926  1.22237  1.11486  0.58
H  -0.73638  -1.78429  -1.16707  0.40
H  -2.07362  -0.02393  -1.09607  0.27

=====

(2)
DFT (ωB97M-V/def2-TZVPD) results for 3 unconnected molecules or ions with the total composition C3H4N3O2.

For the HOMO energy, the calculation gives -14.99 eV. Its gap between HOMO and LUMO is 9.2 eV. As for the total charge: +1.

Last column: Mulliken charge in e.
Atoms and positions in Å:
C  0.63189  0.10978  -1.31658  0.33
C  -1.28464  0.56270  2.95485  0.47
C  1.07505  -0.25449  -2.53860  -0.26
N  0.15018  -0.67998  -0.43772  -0.20
N  1.65364  -0.10775  -3.55357  0.62
N  -2.05898  0.34119  3.83546  -0.29
O  -0.83782  0.53973  1.86898  -0.55
O  2.00583  -0.30909  -4.62506  -0.45
H  0.72203  1.67312  -1.01645  0.36
H  -0.36176  -0.32420  0.48772  0.42
H  0.26152  -1.67730  -0.43086  0.25
H  -1.95696  0.12628  4.77182  0.30

=====

Energies, relative to the best one, in kJ/mol: (1) 64.6; (2) 0.0.

=====

(1)
DFT (ωB97M-V/def2-TZVPD) results for a molecular structure, C4H11NO.

Its spin multiplicity is 2. As for the expectation value of S²: 0.756. For the HOMO energy (spin up / spin down), the calculation gives -15.79 / -15.96 eV. Its gap between HOMO and LUMO (spin up / spin down) is 12.3 / 7.2 eV. As for the total charge: +1.

Last column: Mulliken charge in e.
Atoms and positions in Å:
C  -0.27227  -0.18667  -1.57232  -0.78
O  0.77446  0.40585  -2.30064  -0.35
C  0.04340  0.28435  0.00888  0.30
C  -1.10822  -0.16880  0.90641  -0.68
C  -0.83819  -0.01361  2.42272  -1.21
N  1.31516  -0.22044  0.42802  -0.41
H  -0.40950  -1.29143  -1.74585  0.39
H  -1.25504  0.28863  -1.72184  0.41
H  1.01012  -0.50352  -1.80898  0.44
H  0.11452  1.35262  -0.01921  0.38
H  -1.28259  -1.23954  0.69163  0.35
H  -2.02795  0.31759  0.62153  0.41
H  -0.47869  0.98436  2.65496  0.36
H  -1.76771  -0.00145  2.97984  0.36
H  -0.00740  -0.64810  2.70938  0.34
H  1.33929  -1.23908  0.41776  0.31
H  2.07977  0.22422  -0.07527  0.37

=====

(2)
DFT (ωB97M-V/def2-TZVPD) results for 2 unconnected molecules or ions with the total composition C4H11NO.

Its spin multiplicity is 2. As for the expectation value of S²: 0.755. For the HOMO energy (spin up / spin down), the calculation gives -13.85 / -13.85 eV. Its gap between HOMO and LUMO (spin up / spin down) is 9.2 / 4.3 eV. As for the total charge: +1.

Last column: Mulliken charge in e.
Atoms and positions in Å:
C  2.11074  -2.09545  0.25533  -0.87
C  1.04836  -2.51084  1.22762  -0.68
H  2.95875  -2.77268  0.33430  0.29
H  1.91155  -2.22675  -0.83004  0.28
H  2.43064  -1.04455  0.28904  0.26
H  -0.00138  -2.06419  1.16029  0.18
H  1.45385  -2.18343  2.19289  0.25
H  1.00716  -3.59160  1.30418  0.28
C  -0.54736  2.72909  -0.64120  -0.95
C  -1.65153  1.76839  -0.23423  0.74
O  -1.63497  1.34940  0.93292  -0.11
N  -2.52589  1.26208  -1.12420  -0.32
H  0.24187  2.04366  -0.90838  0.33
H  -0.29937  3.41850  0.19614  0.34
H  -3.23495  0.61405  -0.80286  0.28
H  -2.66949  1.89147  -1.91268  0.29
H  -0.59800  3.41285  -1.43911  0.41

=====

Energies, relative to the best one, in kJ/mol: (1) 161.6; (2) 0.0.